# C29H49N7NiOS3Sb

A structure of composition C29H49N7NiOS3Sb in a non-equilibrium geometry (ωB97M-V with the def2-TZVPD basis set, OMol25).

Computed properties:
largest force on an atom: 1.33 eV/A
LUMO (spin up / spin down): -2.6 / -2.6 eV
highest occupied orbital energy (spin up / spin down): -9.6 / -9.6 eV
net charge: +1
gap between HOMO and LUMO (spin up / spin down): 6.996 / 7.032 eV
total energy: -4535.83569 a.u.
2S+1: 1

```
91
C29H49N7NiOS3Sb, DFT ωB97M-V with the def2-TZVPD basis set
Ni 0.883 -0.852 -0.529
C -0.090 1.505 5.388
C 0.967 1.035 4.462
N 2.172 0.677 4.786
N 2.730 0.321 3.599
C 1.916 0.453 2.549
S 2.387 0.142 0.927
N 0.783 0.913 3.103
N -0.377 1.300 2.417
H 0.313 1.521 6.397
H -0.952 0.833 5.371
H -0.426 2.508 5.121
H 3.672 -0.028 3.569
H -1.151 1.206 3.065
H -0.513 0.615 1.677
C -2.493 1.509 -0.173
C -2.267 1.304 -1.669
C -2.868 -0.049 -2.060
C -2.964 2.428 -2.442
Sb -0.099 1.093 -1.990
C 0.086 0.727 -4.170
C -0.967 1.456 -5.008
C -0.063 -0.777 -4.396
C 1.475 1.157 -4.635
C 0.840 3.063 -1.696
C 0.592 3.487 -0.251
C 0.313 4.145 -2.642
C 2.348 2.884 -1.894
H -3.573 1.542 0.020
H -2.065 2.438 0.201
H -2.086 0.672 0.403
H -3.954 -0.027 -1.904
H -2.470 -0.852 -1.431
H -2.699 -0.295 -3.110
H -3.996 2.521 -2.077
H -3.018 2.235 -3.509
H -2.485 3.395 -2.294
H -1.955 1.013 -4.882
H -0.706 1.364 -6.071
H -1.038 2.519 -4.780
H -1.010 -1.169 -4.019
H 0.762 -1.331 -3.944
H -0.038 -0.979 -5.474
H 1.569 2.241 -4.680
H 1.639 0.773 -5.651
H 2.268 0.759 -3.997
H -0.466 3.600 -0.019
H 1.072 4.462 -0.086
H 1.022 2.779 0.457
H -0.709 4.435 -2.400
H 0.346 3.843 -3.690
H 0.935 5.045 -2.545
H 2.733 2.015 -1.352
H 2.858 3.771 -1.496
H 2.628 2.790 -2.938
N 0.012 -2.397 -1.434
H -0.107 -3.130 -0.743
H 0.584 -2.755 -2.194
H -0.898 -2.159 -1.810
C 4.956 -1.781 -4.135
N 5.203 -1.010 -2.920
C 6.398 -0.381 -2.583
C 6.218 0.191 -1.382
N 4.919 -0.103 -0.998
C 4.301 -0.842 -1.935
S 2.719 -1.490 -1.970
H 5.776 -1.607 -4.825
H 4.021 -1.458 -4.586
H 4.888 -2.841 -3.903
H 7.255 -0.401 -3.233
H 6.883 0.780 -0.775
H 4.473 0.152 -0.126
C -5.590 -3.679 7.919
C -4.630 -3.345 6.803
O -4.316 -2.228 6.504
S -4.009 -4.815 5.964
C -3.010 -4.057 4.719
C -1.805 -3.455 5.061
C -1.058 -2.805 4.095
C -1.497 -2.753 2.772
C -2.688 -3.396 2.430
C -3.443 -4.040 3.398
C -0.748 -2.014 1.780
C -0.134 -1.390 0.942
H -5.273 -3.157 8.821
H -5.643 -4.750 8.111
H -6.579 -3.311 7.644
H -1.464 -3.486 6.087
H -0.117 -2.339 4.359
H -3.025 -3.375 1.402
H -4.378 -4.516 3.135
```

# C29H50ClN2O15P3S

A cluster of 3 separate species, C29H50ClN2O15P3S in total in a non-equilibrium geometry (ωB97M-V with the def2-TZVPD basis set, OMol25).

Computed properties:
largest force on an atom: 12.46 eV/A
LUMO: -1.8 eV
highest occupied orbital energy: -8.4 eV
SMILES: C[C@@H](C[C@@](C#N)(CC(=O)Cl)[C@@](C#N)(P(=O)(O)O)S(C)(=O)=O)OCc1ccccc1.CCOP(=O)(OCC)OCC.CCOP(=O)(OCC)OCC
gap between HOMO and LUMO: 6.614 eV
total energy: -4254.83887 a.u.
2S+1: 1

```
101
C29H50ClN2O15P3S, DFT ωB97M-V with the def2-TZVPD basis set
C -0.564 -5.809 3.824
C -0.993 -5.029 2.425
C -1.663 -3.580 2.799
C -3.028 -3.229 1.898
C -2.545 -3.461 0.314
N -2.372 -3.858 -0.907
C -4.212 -4.265 2.371
C -4.845 -5.179 1.154
O -4.193 -6.217 0.559
Cl -6.594 -4.897 0.495
C -3.450 -1.631 1.989
C -2.341 -0.814 1.042
N -1.571 -0.067 0.283
P -5.180 -1.270 1.176
O -6.399 -1.694 2.094
O -5.402 0.465 0.864
O -5.330 -2.025 -0.423
S -3.332 -0.895 3.707
C -4.088 0.859 3.777
O -1.850 -0.696 4.211
O -4.088 -1.702 4.810
O 0.078 -4.969 1.418
C 1.251 -4.217 1.891
C 1.648 -2.935 0.894
C 2.526 -1.737 1.594
C 3.003 -0.460 0.683
C 2.594 -0.402 -0.916
C 1.671 -1.581 -1.618
C 1.199 -2.866 -0.684
H -1.517 -6.338 4.289
H 0.311 -6.570 3.659
H -0.231 -5.004 4.638
H -1.857 -5.701 1.949
H -1.887 -3.552 3.969
H -0.942 -2.650 2.611
H -5.085 -3.771 2.975
H -3.698 -5.039 3.120
H -4.521 0.881 0.630
H -6.134 -1.640 -0.906
H -3.821 1.362 2.738
H -5.233 0.846 4.020
H -3.455 1.468 4.584
H 2.175 -4.954 1.817
H 1.140 -3.770 2.969
H 2.841 -1.803 2.733
H 3.630 0.391 1.196
H 2.944 0.477 -1.606
H 1.349 -1.588 -2.759
H 0.546 -3.724 -1.163
C 9.801 3.636 0.963
C 8.675 4.135 0.082
O 7.416 3.752 0.604
P 6.717 4.662 1.803
O 6.612 5.948 0.947
O 5.152 4.164 1.543
C 4.129 5.112 1.275
C 3.918 5.249 -0.222
O 6.834 3.225 2.758
C 7.784 3.182 3.807
C 7.975 4.505 4.523
H 9.813 4.176 1.914
H 10.771 3.788 0.479
H 9.682 2.572 1.184
H 8.739 5.220 -0.048
H 8.764 3.681 -0.910
H 4.354 6.076 1.745
H 3.208 4.743 1.738
H 4.849 5.464 -0.753
H 3.201 6.046 -0.441
H 3.532 4.311 -0.637
H 8.734 2.811 3.415
H 7.429 2.437 4.527
H 8.394 5.262 3.855
H 8.658 4.386 5.369
H 7.018 4.888 4.893
C -1.314 -0.050 -3.324
C -2.060 1.247 -3.558
O -2.732 1.227 -4.804
P -4.217 0.495 -4.921
O -4.911 1.445 -3.913
O -4.728 1.299 -6.283
C -5.940 2.040 -6.271
C -5.659 3.505 -5.990
O -3.441 -0.565 -6.046
C -3.186 -1.902 -5.655
C -4.259 -2.502 -4.767
H -2.016 -0.871 -3.154
H -0.667 0.026 -2.445
H -0.701 -0.310 -4.191
H -2.753 1.447 -2.735
H -1.344 2.074 -3.591
H -6.651 1.616 -5.554
H -6.395 1.942 -7.263
H -5.064 3.645 -5.084
H -6.592 4.065 -5.883
H -5.083 3.944 -6.812
H -2.208 -1.953 -5.172
H -3.114 -2.493 -6.573
H -4.318 -1.981 -3.807
H -4.044 -3.555 -4.567
H -5.243 -2.426 -5.241
```

# C29H50FN3O3P

A cluster of 2 separate species, C29H50FN3O3P in total in a non-equilibrium geometry (ωB97M-V with the def2-TZVPD basis set, OMol25).

Computed properties:
largest force on an atom: 1.17 eV/A
LUMO: -2.0 eV
highest occupied orbital energy: -11.1 eV
net charge: +1
gap between HOMO and LUMO: 9.076 eV
total energy: -1965.94675 a.u.
2S+1: 1

```
87
C29H50FN3O3P, DFT ωB97M-V with the def2-TZVPD basis set
N 6.306 3.589 0.613
C 5.339 3.653 0.011
C 4.145 3.729 -0.843
C 4.293 2.629 -1.914
O 5.283 2.975 -2.834
C 6.556 2.405 -2.631
O 7.470 3.455 -2.621
C 8.630 3.223 -1.855
C 9.130 4.538 -1.275
O 8.928 5.573 -2.227
C 2.912 3.573 0.053
F 3.109 4.302 1.210
C 2.743 2.153 0.434
N 2.687 1.014 0.455
C 1.591 4.047 -0.563
C 1.554 4.718 -1.772
C 0.317 5.163 -2.227
C -0.787 4.906 -1.439
C -0.653 4.203 -0.252
N 0.527 3.767 0.187
H 4.193 4.710 -1.305
H 3.346 2.559 -2.456
H 4.447 1.659 -1.450
H 6.600 1.834 -1.699
H 6.775 1.733 -3.467
H 8.432 2.561 -1.008
H 9.428 2.786 -2.459
H 8.574 4.771 -0.365
H 10.187 4.448 -1.020
H 9.410 6.349 -1.930
H 2.416 4.921 -2.386
H 0.227 5.710 -3.152
H -1.767 5.237 -1.752
H -1.519 3.986 0.355
C -5.515 -1.238 3.854
C -3.996 -1.123 3.754
C -3.537 -0.282 2.561
C -3.658 -0.964 1.189
P -2.355 -2.110 0.714
C -0.777 -1.268 0.972
C -0.578 0.162 0.450
C -0.349 0.346 -1.053
C 0.709 -0.567 -1.662
C -2.478 -2.432 -1.050
C -3.751 -3.027 -1.678
C -3.949 -4.543 -1.581
C -2.697 -5.373 -1.846
C -2.153 -3.578 1.743
C -3.140 -4.754 1.794
C -4.616 -4.427 2.069
C -5.029 -4.710 3.513
H -5.956 -1.670 2.953
H -5.798 -1.871 4.694
H -5.965 -0.257 4.011
H -3.553 -2.121 3.720
H -3.621 -0.657 4.667
H -2.504 0.037 2.721
H -4.130 0.633 2.532
H -3.623 -0.187 0.418
H -4.640 -1.427 1.071
H 0.012 -1.931 0.609
H -0.647 -1.243 2.059
H 0.296 0.556 0.967
H -1.416 0.794 0.757
H -0.045 1.382 -1.207
H -1.289 0.241 -1.605
H 1.675 -0.435 -1.183
H 0.826 -0.348 -2.724
H 0.432 -1.622 -1.583
H -1.583 -2.971 -1.368
H -2.377 -1.436 -1.489
H -3.718 -2.766 -2.738
H -4.632 -2.522 -1.273
H -4.714 -4.824 -2.307
H -4.373 -4.801 -0.609
H -2.313 -5.200 -2.853
H -2.921 -6.435 -1.751
H -1.895 -5.153 -1.138
H -1.967 -3.216 2.758
H -1.186 -3.986 1.423
H -2.775 -5.436 2.565
H -3.052 -5.320 0.867
H -5.242 -5.040 1.418
H -4.846 -3.390 1.817
H -4.967 -5.779 3.722
H -6.059 -4.401 3.690
H -4.390 -4.190 4.229
```

# C29H50O24

A cluster of 8 separate species, C29H50O24 in total in a non-equilibrium geometry (ωB97M-V with the def2-TZVPD basis set, OMol25).

Computed properties:
largest force on an atom: 7.16 eV/A
LUMO: 0.2 eV
highest occupied orbital energy: -10.0 eV
SMILES: C[C@H]1COC(=O)O1.C[C@H]1COC(=O)O1.CCOC(=O)OC.CCOC(=O)OC.CCOC(=O)OC.COC(=O)OC.O=C1OCCO1.O=C1OCCO1
gap between HOMO and LUMO: 10.183 eV
total energy: -2940.72100 a.u.
2S+1: 1

```
103
C29H50O24, DFT ωB97M-V with the def2-TZVPD basis set
C -7.988 -9.369 14.968
C -7.124 -9.405 16.252
C -7.195 -8.179 17.142
O -7.658 -8.682 18.374
C -7.921 -9.944 18.348
O -8.327 -10.658 19.283
O -7.798 -10.353 17.101
H -7.804 -10.139 14.218
H -7.815 -8.371 14.564
H -9.053 -9.492 15.166
H -6.082 -9.614 16.011
H -7.883 -7.391 16.837
H -6.181 -7.824 17.325
C -5.889 -4.093 20.404
C -7.191 -3.577 19.724
C -7.005 -2.099 19.217
O -7.551 -2.255 17.911
C -7.639 -3.487 17.585
O -7.809 -3.805 16.374
O -7.514 -4.314 18.608
H -5.921 -5.171 20.562
H -5.973 -3.658 21.400
H -4.976 -3.787 19.892
H -8.102 -3.579 20.323
H -5.934 -1.902 19.239
H -7.565 -1.424 19.864
C 1.925 -5.110 19.098
C 2.843 -4.403 20.114
O 3.034 -5.359 21.143
C 4.063 -6.195 21.251
O 4.091 -7.082 22.069
O 4.872 -5.992 20.224
C 5.974 -6.878 20.099
H 2.347 -6.003 18.637
H 1.566 -4.425 18.329
H 1.048 -5.421 19.665
H 2.406 -3.449 20.410
H 3.701 -3.976 19.595
H 5.717 -7.936 20.146
H 6.645 -6.812 20.956
H 6.610 -6.637 19.247
C -0.405 -10.880 19.125
C -1.440 -11.108 18.046
O -2.760 -10.443 18.182
C -3.704 -10.779 19.114
O -4.845 -10.215 19.134
O -3.303 -11.793 19.902
C -4.127 -12.409 20.926
H 0.599 -11.136 18.786
H -0.692 -11.296 20.090
H -0.407 -9.833 19.426
H -1.607 -12.184 17.996
H -1.057 -10.696 17.112
H -4.070 -12.001 21.935
H -3.748 -13.428 21.008
H -5.176 -12.446 20.630
C -0.650 -2.707 16.586
C -1.697 -3.714 16.262
O -1.912 -4.600 17.380
C -2.909 -5.442 17.262
O -3.469 -5.720 16.259
O -3.047 -6.122 18.439
C -3.965 -7.200 18.557
H -0.680 -1.949 15.803
H 0.342 -3.155 16.524
H -0.721 -2.108 17.494
H -1.317 -4.347 15.460
H -2.575 -3.169 15.914
H -3.595 -7.841 19.357
H -4.072 -7.816 17.664
H -4.981 -6.875 18.779
C 5.511 -1.491 17.973
O 4.838 -2.453 17.206
C 4.280 -2.296 15.984
O 4.601 -1.405 15.254
O 3.428 -3.287 15.729
C 2.492 -3.207 14.681
H 6.285 -1.003 17.382
H 6.006 -2.003 18.799
H 4.959 -0.667 18.426
H 1.763 -2.398 14.727
H 1.929 -4.139 14.637
H 2.920 -3.178 13.678
O -6.092 -4.583 10.658
C -5.540 -4.782 11.671
O -4.312 -4.488 11.957
C -3.914 -5.148 13.182
C -5.286 -5.372 13.801
O -6.091 -5.392 12.697
H -3.330 -6.039 12.955
H -3.215 -4.596 13.811
H -5.535 -4.574 14.501
H -5.390 -6.280 14.395
O -3.070 -1.624 14.234
C -2.371 -1.696 13.200
O -1.317 -2.421 12.954
C -0.711 -2.026 11.759
C -1.825 -1.242 11.069
O -2.663 -0.838 12.134
H 0.210 -1.457 11.884
H -0.436 -2.755 10.996
H -2.455 -1.864 10.432
H -1.530 -0.312 10.583
```